(1)
The following is a DFT calculation (ωB97M-V with the def2-TZVPD basis set) of an isolated molecule of C5H4N2O2S in a non-equilibrium geometry.

The value obtained for the relative energy (zero: lowest compared OMol25 entry of this formula, charge and spin) is 602.6 kJ/mol. The value obtained for the HOMO energy is -8.5 eV. The LUMO energy comes out at -1.0933 eV. The HOMO-LUMO gap comes out at 7.4 eV. Its charge is 0.

Each line ends with the Mulliken charge.
CARTESIAN COORDINATES (ANGSTROEM)
C -0.0470 2.3083 0.1788  -0.004
H 2.0490 -1.6609 -0.3026  0.328
S -1.2817 3.1930 -0.2739  -0.257
O -2.9789 -1.0072 -0.6672  -0.523
C 1.0998 1.6273 0.2318  -0.017
H 1.8290 2.4496 0.2114  0.229
C 1.2773 -0.8914 -0.2244  -0.441
C 1.8121 0.3777 0.1234  -0.132
C -0.0980 -1.2432 -0.3784  -0.028
H 2.8421 0.5142 0.2663  0.371
O -2.6840 -1.8290 1.3276  -0.536
H -0.4451 -1.7708 -1.2388  0.450
N -1.0295 -0.8335 0.4313  -0.322
N -2.3450 -1.2340 0.3147  0.881

Atoms 1-6, force components in eV/Å:
-0.735 -0.825 -1.469
-0.516 -0.022 -0.310
1.370 -1.002 1.049
-0.679 0.453 -0.896
0.091 2.037 0.087
0.064 0.066 0.244

(2)
The following is a DFT calculation (ωB97M-V with the def2-TZVPD basis set) of a 2-piece molecular cluster, C5H4N2S overall in a non-equilibrium geometry.

The value obtained for the relative energy (zero: lowest compared OMol25 entry of this formula, charge and spin) is 353.8 kJ/mol. The value obtained for the HOMO energy (spin up / spin down) is -8.8 / -8.8 eV. The LUMO energy (spin up / spin down) comes out at -1.3249 / -1.3245 eV. The HOMO-LUMO gap (spin up / spin down) comes out at 7.5 / 7.5 eV. Its charge is 0.

Each line ends with the Mulliken charge.
CARTESIAN COORDINATES (ANGSTROEM)
H 0.6029 0.0532 -1.5117  0.335
C 1.3027 1.6068 0.8563  -0.748
N -0.4128 1.5766 2.7487  -0.442
H -0.5314 -1.1403 -1.1097  0.323
S 0.6531 -1.4401 1.7920  -0.113
H 2.3526 1.4222 1.0536  0.346
N 0.7126 2.0339 -1.5568  -0.592
C 0.4108 1.6674 1.9504  0.508
H 0.9625 -1.8264 -1.2631  0.305
C 0.8967 1.9097 -0.4180  0.602
C 0.4393 -0.8751 -0.9672  -0.813
C 0.6423 -0.6631 0.4067  0.290

Atoms 1-6, force components in eV/Å:
0.403 -0.269 -0.735
-0.248 -2.284 0.901
0.045 0.103 0.451
-3.270 -0.542 -0.333
-0.165 1.140 -1.780
-0.069 0.285 -0.079

Number 1: E -850.8721 hartree. Number 2: E -700.4811 hartree.